{"formula": "C3H6N2O", "method": "ωB97M-V/def2-TZVPD", "homo_ev": -9.9, "spin_multiplicity": 1, "total_charge": 0, "orbital_gap_ev": 10.7187, "lumo_ev": 0.865, "smiles": "[H]/N=C/NC(C)=O", "elements": ["H", "C", "H", "N", "H", "H", "H", "N", "C", "O", "H", "C"], "coordinates": [[-2.737, 0.670, 0.504], [-1.881, 0.654, -0.176], [-1.728, 1.690, -0.501], [2.388, -1.324, -0.466], [1.823, 0.533, 0.363], [-0.121, -1.589, -0.269], [-2.088, 0.038, -1.052], [0.220, -0.728, 0.141], [1.585, -0.480, 0.033], [-0.182, 1.110, 1.389], [3.315, -0.903, -0.522], [-0.595, 0.330, 0.556]], "lowdin_charge": [0.086, 0.000, 0.093, 0.077, 0.126, 0.146, 0.075, 0.087, -0.289, 0.062, 0.040, -0.503]}

***

{"formula": "C39H61BrN10O3SScSi", "method": "ωB97M-V/def2-TZVPD", "homo_ev": -9.7, "spin_multiplicity": 1, "total_charge": 1, "orbital_gap_ev": 8.1749, "lumo_ev": -1.536, "elements": ["H", "C", "C", "N", "H", "H", "H", "C", "H", "N", "H", "Br", "H", "C", "H", "H", "C", "C", "N", "H", "H", "H", "H", "C", "H", "O", "C", "H", "S", "H", "H", "C", "C", "H", "H", "C", "H", "H", "H", "C", "H", "H", "C", "H", "C", "H", "C", "H", "H", "C", "C", "N", "H", "C", "H", "N", "C", "C", "H", "H", "O", "C", "H", "C", "H", "H", "O", "C", "C", "C", "H", "C", "H", "H", "Sc", "N", "H", "C", "H", "H", "H", "H", "H", "N", "H", "Si", "C", "H", "C", "C", "C", "H", "H", "H", "N", "H", "H", "C", "H", "H", "C", "C", "H", "N", "H", "C", "N", "H", "H", "C", "C", "H", "H", "H", "H", "C", "C"], "coordinates": [[4.684, 6.067, -2.561], [-4.085, -3.166, -0.762], [-2.837, -1.678, 0.866], [2.749, -3.001, 0.700], [3.544, -5.294, -1.007], [-3.637, 1.510, -2.078], [-2.487, 4.107, 2.592], [-1.800, 4.059, 1.750], [2.310, 6.101, 1.091], [2.280, 4.771, -2.019], [-6.528, -4.272, 2.009], [-0.922, 2.658, -0.577], [0.804, -0.934, -5.571], [-0.624, 7.614, 1.824], [2.822, -4.610, -3.033], [-3.909, -0.294, 2.052], [1.323, 0.867, 5.536], [-0.312, -5.418, 2.079], [4.271, 4.858, -0.885], [0.484, 0.818, -5.595], [-3.378, -2.853, -1.520], [-1.190, -3.851, -0.691], [4.983, -4.282, -1.209], [2.435, -2.566, -0.546], [-0.270, -0.254, -6.770], [-1.940, -1.536, -0.160], [-3.947, -2.643, 0.514], [-4.015, 1.028, -4.697], [2.801, 2.694, -0.469], [1.720, -1.616, 1.898], [2.903, -0.981, -2.412], [2.656, -3.556, -2.808], [4.653, 6.125, -1.470], [1.892, 3.962, 3.040], [4.785, -3.398, 0.991], [3.692, 1.339, 3.630], [1.370, 4.350, -2.097], [1.420, -0.218, 5.485], [-2.692, 0.244, -1.284], [0.046, -0.175, -5.732], [-0.768, -6.440, 0.186], [0.462, -4.494, -0.522], [-2.371, -0.040, -5.650], [0.816, -1.680, -3.566], [1.249, 6.219, 1.277], [0.432, -3.545, 2.971], [-5.089, -4.078, -1.055], [0.280, 1.100, 5.755], [-5.322, -2.857, 3.357], [0.923, 0.907, 2.553], [-5.845, -3.964, 1.227], [1.619, -1.575, -0.814], [3.975, 6.929, -1.172], [-0.475, -4.282, 0.010], [-4.192, -0.182, -2.083], [-3.403, -0.345, 1.174], [-5.964, -4.477, -0.057], [-1.874, 2.931, 1.042], [-5.185, -4.481, -2.053], [1.367, 8.349, 1.518], [-4.677, -2.488, 2.744], [2.665, -2.142, 1.863], [-4.098, -0.726, -4.493], [-1.002, -5.521, 0.722], [0.722, -5.762, 2.011], [-2.613, -0.834, -6.358], [-0.207, -3.315, 1.032], [1.932, -0.734, -1.974], [0.371, 0.378, 1.599], [-3.314, 0.468, -2.135], [5.647, 6.384, -1.117], [-0.359, -3.918, 2.321], [0.864, 4.117, 1.117], [-1.324, -3.626, 2.752], [-0.321, -0.567, -0.221], [-2.611, 0.228, -3.366], [3.169, -2.962, -3.565], [0.725, 7.478, 1.531], [2.759, -2.762, 2.755], [-0.812, -5.984, 2.864], [-3.445, 1.999, 2.235], [-2.227, 0.888, -6.215], [-6.748, -5.191, -0.272], [3.136, -3.288, -1.469], [-1.041, 8.590, 2.038], [1.872, 1.662, 3.936], [-3.414, 0.127, -4.564], [2.068, 3.969, 4.798], [-0.919, 5.225, 1.596], [1.543, 3.500, 3.964], [-4.842, -3.048, 1.502], [2.041, 0.296, -1.604], [1.584, -3.368, -2.866], [2.376, 5.732, -2.298], [-1.149, -0.376, -4.918], [4.308, 2.066, 4.163], [-2.331, -2.058, 1.768], [-2.731, 1.817, 1.429], [0.479, 3.715, 4.067], [3.719, -4.776, 1.301], [3.882, -3.915, 0.651], [3.139, 4.187, -1.159], [4.907, 4.379, -0.270], [-2.590, 0.681, 0.875], [3.986, 0.345, 3.971], [-1.435, 6.492, 1.874], [-0.423, -0.271, -2.610], [1.313, 0.000, -3.808], [1.930, 1.221, 6.371], [0.899, -0.701, -3.082], [3.964, -4.300, -0.822], [-2.481, 6.594, 2.135], [-2.086, -5.458, 0.837], [3.474, -1.404, 1.861], [3.917, 1.423, 2.566], [-1.320, -0.134, -3.559], [0.435, 5.097, 1.293]], "lowdin_charge": [0.090, -0.030, -0.372, -0.076, 0.123, 0.095, 0.126, -0.086, 0.098, 0.113, 0.116, 0.863, 0.077, -0.078, 0.095, 0.136, -0.187, -0.145, -0.061, 0.103, 0.110, 0.104, 0.128, -0.354, 0.092, -0.290, -0.095, 0.130, 0.602, 0.032, 0.124, -0.030, -0.079, 0.011, 0.129, -0.181, 0.071, 0.026, 0.008, -0.055, 0.116, 0.111, -0.125, 0.099, -0.081, 0.113, -0.081, 0.030, 0.113, -0.206, -0.018, 0.014, 0.084, -0.184, 0.102, 0.047, -0.080, -0.581, 0.101, 0.103, 0.055, -0.029, 0.129, -0.141, 0.112, 0.128, -0.202, -0.227, -0.202, -0.051, 0.091, -0.178, 0.046, 0.116, 0.919, -0.083, 0.095, -0.081, 0.098, 0.118, 0.137, 0.126, 0.107, -0.080, 0.105, 0.415, -0.116, 0.039, -0.235, -0.170, -0.263, 0.050, 0.082, 0.092, -0.073, 0.031, 0.134, -0.182, 0.034, 0.125, -0.103, -0.933, 0.116, -0.055, 0.024, -0.035, 0.031, 0.102, 0.032, -0.242, -0.105, 0.115, 0.115, 0.102, 0.013, -0.316, -0.095]}

***

{"formula": "C45H48CsN5O2P2S2", "method": "ωB97M-V/def2-TZVPD", "homo_ev": -2.2, "spin_multiplicity": 1, "total_charge": -2, "orbital_gap_ev": 5.6689, "lumo_ev": 3.502, "elements": ["C", "C", "H", "C", "H", "C", "C", "C", "C", "C", "N", "H", "H", "H", "Cs", "N", "H", "C", "H", "H", "H", "C", "H", "H", "H", "H", "H", "C", "C", "P", "H", "P", "C", "O", "C", "C", "H", "C", "S", "H", "H", "C", "H", "H", "C", "C", "C", "H", "C", "H", "O", "N", "H", "C", "C", "C", "H", "H", "C", "H", "C", "C", "H", "S", "C", "C", "C", "C", "C", "H", "H", "C", "C", "N", "H", "C", "H", "H", "C", "H", "H", "C", "H", "H", "H", "C", "H", "H", "N", "H", "C", "H", "H", "C", "H", "C", "C", "C", "C", "H", "H", "H", "H", "C", "H"], "coordinates": [[-2.404, -2.725, -0.723], [0.509, 4.128, 2.814], [-1.868, -0.958, 4.924], [4.462, -3.707, 5.232], [-2.973, -3.327, 2.175], [2.645, -3.354, 3.709], [-1.947, 5.142, 2.051], [0.108, 5.372, 3.242], [2.163, -4.626, 3.983], [-0.308, 3.309, 1.971], [-0.671, -4.150, -0.571], [1.598, 2.137, 7.638], [-1.852, 0.608, 4.117], [4.500, -5.608, 6.225], [0.745, -0.263, 0.212], [1.484, -3.487, 0.230], [4.449, -5.005, -0.136], [0.870, -1.726, -3.162], [0.767, 5.947, 3.886], [-2.921, 5.526, 1.754], [3.385, -3.006, 0.860], [-2.407, -2.873, 2.995], [-3.495, 3.030, 1.045], [-5.457, -4.164, -0.814], [-4.199, -0.910, 1.501], [1.274, -4.982, 3.474], [-1.454, 6.876, 3.228], [1.224, -5.534, -0.991], [-0.961, 2.932, -1.105], [-2.023, -1.139, 2.484], [-0.660, 3.977, -0.949], [4.438, -1.191, 3.949], [3.974, -4.975, 5.519], [1.887, -1.254, -2.575], [-5.063, -2.074, -1.130], [-1.469, -1.510, -3.941], [-5.570, 0.032, 3.386], [3.382, -4.862, -0.238], [6.348, -1.109, 4.466], [-4.347, -0.051, -1.389], [-1.333, -4.721, 3.424], [2.414, 1.946, 5.660], [1.465, 3.715, 3.115], [2.142, -2.719, 2.988], [-2.764, -1.408, -0.961], [-0.321, -0.942, -3.392], [3.199, -0.597, 6.431], [-2.337, -0.872, -4.071], [-4.615, -0.466, 3.575], [-0.439, -3.586, 2.403], [0.028, 2.126, 1.650], [-1.269, 1.218, -2.858], [-0.177, 2.331, -0.634], [-2.473, 3.162, 0.671], [2.824, -5.439, 4.894], [-1.514, -2.843, -4.311], [-4.836, -1.496, 3.863], [-3.069, -4.746, -0.477], [-0.354, -3.616, -4.144], [-0.593, -3.286, 4.128], [-1.125, -3.662, 3.251], [2.133, 1.499, 6.945], [0.564, -1.281, 3.951], [3.864, -0.690, 2.111], [2.790, -3.736, 0.319], [0.740, -4.364, -0.425], [3.481, -0.160, 5.142], [3.799, -2.881, 4.329], [-1.002, 2.625, -2.597], [0.766, 0.892, -3.053], [-2.016, -0.632, -1.024], [2.584, -5.778, -0.902], [3.077, 1.119, 4.766], [-2.254, 2.683, -0.485], [3.261, 1.448, 3.750], [-4.095, -1.083, -1.184], [5.379, -3.348, 5.683], [3.502, -1.590, 6.743], [-4.700, -3.390, -0.862], [-3.047, -2.891, 3.883], [3.010, -6.669, -1.346], [-3.371, -3.725, -0.665], [2.086, 2.927, 5.342], [-0.042, 2.936, -3.036], [0.454, 0.408, 3.447], [2.524, 0.222, 7.326], [0.542, -6.198, -1.503], [2.449, -6.433, 5.109], [-1.001, -2.959, -0.552], [-4.153, 0.027, 4.432], [-1.441, -0.405, 4.079], [2.299, -0.140, 8.323], [-1.793, 3.219, -3.065], [-0.253, 0.479, -3.080], [-0.367, -4.662, -4.443], [-1.136, 5.902, 2.877], [0.798, -3.088, -3.614], [-3.714, -0.414, 2.345], [0.082, -0.324, 4.166], [-6.104, -1.825, -1.294], [1.687, -3.696, -3.481], [0.410, -0.011, 5.158], [-3.554, 0.621, 2.025], [-1.551, 3.900, 1.559], [-2.416, -3.275, -4.728]], "lowdin_charge": [-0.269, -0.033, 0.075, -0.132, 0.061, -0.117, -0.091, -0.136, -0.089, -0.428, 0.097, 0.091, 0.077, 0.090, 0.845, 0.111, 0.104, -0.475, 0.086, 0.098, 0.037, -0.418, 0.100, 0.092, 0.052, 0.086, 0.071, -0.030, -0.241, 0.943, 0.124, -0.040, -0.104, -0.175, -0.098, -0.086, 0.061, -0.048, 0.080, 0.113, 0.068, -0.093, 0.091, 0.055, -0.058, -0.190, -0.095, 0.102, -0.158, 0.042, -0.274, 0.038, 0.046, -0.158, -0.105, -0.143, 0.055, 0.100, -0.139, 0.060, -0.175, -0.113, 0.046, 0.156, -0.129, -0.331, -0.377, -0.372, -0.247, 0.122, 0.066, -0.076, -0.119, 0.063, 0.071, -0.075, 0.054, 0.097, -0.096, 0.065, 0.099, -0.042, 0.091, 0.102, 0.043, -0.107, 0.105, 0.090, 0.075, 0.057, -0.402, 0.090, 0.098, -0.190, 0.085, -0.155, -0.057, -0.408, -0.153, 0.094, 0.095, 0.061, 0.062, -0.171, 0.075]}

***

{"formula": "C23H36BrF2I2N2O9", "method": "ωB97M-V/def2-TZVPD", "homo_ev": -11.8, "spin_multiplicity": 1, "total_charge": 1, "orbital_gap_ev": 8.7420, "lumo_ev": -3.080, "elements": ["H", "H", "C", "C", "O", "O", "I", "C", "O", "H", "H", "C", "H", "I", "H", "H", "C", "F", "H", "H", "H", "C", "C", "H", "H", "H", "Br", "H", "H", "H", "N", "H", "C", "H", "C", "N", "H", "H", "O", "H", "H", "F", "H", "H", "C", "H", "H", "O", "H", "H", "O", "O", "C", "C", "H", "O", "H", "C", "H", "C", "H", "C", "O", "C", "H", "H", "H", "H", "C", "C", "C", "C", "C", "C", "C"], "coordinates": [[2.413, -1.869, -4.909], [3.623, 1.865, -3.186], [-5.273, 5.029, -0.107], [5.539, 1.207, -1.752], [0.163, 1.622, 6.011], [2.935, -0.484, -3.557], [-2.930, -0.727, -3.776], [0.683, 0.401, 5.764], [0.391, -2.388, -2.437], [-2.620, 2.864, -2.619], [-1.646, -4.367, 1.722], [3.234, 1.526, -2.230], [6.070, 0.667, -0.977], [-0.394, 1.579, -0.031], [-3.619, 1.495, -2.143], [-3.444, -2.640, 1.455], [2.533, 0.185, -2.375], [1.313, 1.783, 2.760], [-0.467, 1.078, 3.316], [2.421, -2.693, 1.844], [-0.221, -4.395, 0.707], [1.688, -2.556, -3.022], [-0.046, -3.129, 2.446], [0.856, -5.067, 2.687], [1.162, -3.944, 3.999], [0.825, -3.173, -0.593], [-4.626, -0.411, -0.415], [-2.903, 2.543, -0.940], [1.256, 3.027, 4.948], [-7.145, 2.559, -0.586], [-1.888, -1.189, -1.015], [-0.668, -0.658, -2.518], [6.267, 2.493, -2.107], [2.789, -4.377, 1.589], [-2.775, -2.285, 0.701], [-1.492, -2.734, 0.482], [-0.506, 3.104, 4.713], [0.352, -2.192, 2.065], [-4.882, 6.116, -0.331], [-0.719, -2.859, 3.254], [5.542, 3.207, -2.481], [-5.264, 2.158, 1.658], [2.501, 2.253, -1.890], [1.669, -3.489, -3.574], [-2.737, 2.067, -1.897], [7.042, 2.322, -2.842], [1.451, 0.350, -2.417], [0.777, -0.480, 6.543], [-6.772, 3.471, 1.665], [6.678, 2.926, -1.202], [-6.041, 4.283, -0.945], [1.057, 0.310, 4.449], [-0.855, -3.758, 1.308], [0.416, -2.270, -1.041], [-0.789, 1.577, -2.645], [-5.013, 4.322, 1.039], [5.471, 0.542, -2.611], [1.084, -4.034, 2.926], [2.460, -2.650, -2.264], [2.457, -3.662, 2.333], [2.784, -0.394, -1.489], [-0.971, -2.067, -0.540], [4.234, 1.483, -1.236], [-1.612, -0.306, -2.147], [1.063, -0.953, -4.274], [1.026, -1.433, -0.691], [3.198, -3.587, 3.115], [-5.398, 2.328, -0.835], [2.009, -1.432, -4.005], [-6.159, 2.974, -0.392], [0.480, 1.397, 3.760], [0.342, 2.440, 4.848], [-3.023, -1.330, -0.251], [-5.890, 3.217, 1.076], [-1.464, 1.209, -1.888]], "lowdin_charge": [0.132, 0.134, -0.540, -0.256, 0.083, -0.113, 0.997, -0.549, -0.145, 0.090, 0.137, -0.189, 0.116, 1.008, -0.031, 0.141, -0.190, 0.010, 0.146, 0.060, 0.129, -0.132, -0.172, 0.107, 0.107, 0.133, 0.916, 0.031, 0.149, 0.145, -0.058, 0.029, -0.060, 0.068, -0.019, 0.014, 0.143, 0.102, 0.207, 0.118, 0.073, 0.039, 0.106, 0.132, -0.224, 0.076, 0.086, 0.195, 0.177, 0.075, 0.077, 0.117, -0.098, -0.121, 0.067, 0.128, 0.113, -0.224, 0.135, -0.082, 0.125, -0.155, -0.153, -0.740, 0.129, 0.115, 0.074, 0.075, -0.175, -0.073, -0.346, -0.038, -0.650, -0.310, -0.727]}